ORCA calculation (ωB97M-V/def2-TZVPD) on 17 unconnected molecules or ions with the total composition C72H204N27O35P11.

Summary:
Molar mass   2349.29 g mol⁻¹
DFT total energy   -10732.3668 hartree
Gap between HOMO and LUMO   7.32 eV
Largest force on an atom   6.4 eV/Å

Positions of all 349 atoms, in Å:
1 O 5.788 5.711 -0.870
2 P 5.750 4.620 -1.909
3 N 6.923 4.829 -3.150
4 C 8.345 4.561 -2.709
5 C 6.700 5.644 -4.322
6 N 4.278 4.578 -2.803
7 C 3.976 3.488 -3.687
8 C 3.469 5.812 -2.822
9 N 5.898 3.078 -1.297
10 C 5.441 2.748 0.061
11 C 6.306 1.877 -2.058
12 H 8.933 4.619 -3.624
13 H 8.393 3.537 -2.340
14 H 8.661 5.294 -1.967
15 H 6.763 6.669 -3.957
16 H 5.725 5.525 -4.795
17 H 7.492 5.396 -5.029
18 H 4.792 3.417 -4.406
19 H 3.975 2.537 -3.155
20 H 3.026 3.581 -4.214
21 H 3.458 6.210 -3.837
22 H 2.486 5.612 -2.395
23 H 3.961 6.586 -2.232
24 H 5.060 3.571 0.666
25 H 4.536 2.147 -0.035
26 H 6.257 2.286 0.616
27 H 6.483 2.046 -3.121
28 H 5.515 1.127 -2.064
29 H 7.263 1.523 -1.675
30 O -1.950 -2.918 -3.066
31 P -1.488 -4.329 -2.876
32 N -0.794 -5.092 -4.240
33 C -0.623 -6.578 -4.455
34 C 0.039 -4.275 -5.183
35 N -2.795 -5.297 -2.390
36 C -3.671 -5.879 -3.380
37 C -3.327 -5.082 -1.033
38 N -0.270 -4.646 -1.715
39 C 0.984 -3.819 -1.588
40 C 0.102 -6.026 -1.346
41 H 0.433 -6.734 -4.237
42 H -0.906 -6.812 -5.481
43 H -1.243 -7.105 -3.730
44 H -0.155 -4.524 -6.227
45 H 1.070 -4.565 -4.980
46 H -0.079 -3.192 -5.207
47 H -4.255 -5.085 -3.846
48 H -3.106 -6.481 -4.092
49 H -4.415 -6.521 -2.909
50 H -4.411 -5.151 -0.936
51 H -2.928 -5.942 -0.495
52 H -3.068 -4.150 -0.532
53 H 0.728 -2.799 -1.299
54 H 1.665 -4.280 -0.874
55 H 1.518 -3.812 -2.538
56 H -0.732 -6.728 -1.343
57 H 0.638 -6.096 -0.400
58 H 0.708 -6.486 -2.126
59 O 0.953 1.952 0.672
60 P 0.337 0.882 -0.152
61 N 0.131 1.169 -1.830
62 C -0.755 0.365 -2.719
63 C 0.691 2.368 -2.385
64 N -1.151 0.354 0.502
65 C -1.814 1.194 1.599
66 C -1.681 -1.023 0.287
67 N 1.291 -0.501 -0.014
68 C 2.502 -0.668 -0.792
69 C 1.457 -1.181 1.298
70 H -1.795 0.581 -2.472
71 H -0.545 -0.696 -2.588
72 H -0.598 0.551 -3.781
73 H 0.936 2.121 -3.418
74 H 1.646 2.691 -1.969
75 H -0.014 3.172 -2.178
76 H -1.559 2.244 1.454
77 H -2.898 1.086 1.553
78 H -1.332 1.005 2.558
79 H -2.321 -1.259 1.137
80 H -2.215 -0.968 -0.662
81 H -0.881 -1.759 0.211
82 H 2.424 -0.511 -1.868
83 H 3.233 0.072 -0.469
84 H 3.032 -1.618 -0.718
85 H 0.859 -0.781 2.117
86 H 2.481 -1.193 1.671
87 H 1.130 -2.212 1.169
88 O 8.736 -2.428 -3.684
89 P 7.364 -2.851 -3.251
90 N 6.090 -2.216 -4.089
91 C 4.682 -2.280 -3.662
92 C 6.421 -1.255 -5.152
93 N 6.980 -2.332 -1.620
94 C 8.006 -1.673 -0.875
95 C 5.816 -2.742 -0.841
96 N 6.949 -4.522 -3.384
97 C 6.786 -5.217 -4.707
98 C 7.240 -5.367 -2.257
99 H 4.531 -1.387 -3.055
100 H 4.480 -3.216 -3.142
101 H 4.006 -2.158 -4.509
102 H 5.508 -0.834 -5.573
103 H 6.962 -1.749 -5.960
104 H 6.997 -0.411 -4.773
105 H 7.735 -1.360 0.133
106 H 8.943 -2.224 -0.958
107 H 8.288 -0.719 -1.321
108 H 5.134 -1.894 -0.783
109 H 5.348 -3.637 -1.252
110 H 6.142 -3.022 0.160
111 H 6.665 -4.435 -5.456
112 H 7.685 -5.799 -4.910
113 H 5.870 -5.808 -4.689
114 H 8.290 -5.398 -1.966
115 H 6.785 -6.342 -2.433
116 H 6.868 -4.948 -1.322
117 O -0.256 1.456 5.548
118 P 0.289 2.736 6.120
119 N 1.740 3.274 5.377
120 C 2.498 4.463 5.851
121 C 2.039 2.807 3.936
122 N 0.682 2.734 7.870
123 C 2.007 2.093 8.291
124 C -0.423 2.430 8.789
125 N -0.738 4.122 5.907
126 C -1.608 4.105 4.711
127 C -0.554 5.396 6.715
128 H 3.546 4.274 5.617
129 H 2.409 4.582 6.931
130 H 2.184 5.443 5.491
131 H 1.073 2.516 3.524
132 H 2.711 1.949 3.902
133 H 2.359 3.533 3.188
134 H 2.854 2.450 7.705
135 H 2.142 2.226 9.364
136 H 1.926 1.019 8.126
137 H -0.252 2.921 9.747
138 H -1.424 2.771 8.525
139 H -0.468 1.342 8.844
140 H -2.221 3.204 4.679
141 H -2.332 4.916 4.790
142 H -0.910 4.129 3.874
143 H 0.119 6.096 6.219
144 H -0.122 5.160 7.687
145 H -1.525 5.859 6.886
146 O -3.981 6.465 -0.485
147 P -2.541 6.780 -0.562
148 N -1.723 6.180 -1.902
149 C -2.414 5.400 -2.885
150 C -0.251 6.508 -2.220
151 N -1.583 6.202 0.716
152 C -1.203 4.810 0.938
153 C -1.650 7.066 1.907
154 N -2.219 8.463 -0.780
155 C -0.907 9.070 -0.481
156 C -3.052 9.249 -1.726
157 H -2.088 5.792 -3.849
158 H -3.483 5.613 -2.869
159 H -2.252 4.322 -2.883
160 H 0.293 5.666 -2.651
161 H 0.392 6.884 -1.424
162 H -0.276 7.348 -2.914
163 H -0.374 4.754 1.643
164 H -2.093 4.374 1.392
165 H -0.962 4.336 -0.013
166 H -2.376 7.876 1.842
167 H -1.749 6.449 2.800
168 H -0.713 7.609 2.030
169 H -0.991 10.007 0.070
170 H -0.260 8.338 0.001
171 H -0.540 9.356 -1.467
172 H -2.990 8.913 -2.761
173 H -2.732 10.289 -1.658
174 H -4.083 9.166 -1.382
175 O 7.989 1.746 3.260
176 P 7.498 0.538 3.964
177 N 5.809 0.593 4.196
178 C 5.268 1.398 5.314
179 C 4.930 0.532 3.010
180 N 8.053 0.383 5.571
181 C 9.148 1.144 6.196
182 C 7.854 -0.865 6.246
183 N 7.913 -0.941 3.149
184 C 7.101 -2.157 3.279
185 C 9.354 -1.232 2.908
186 H 4.183 1.288 5.307
187 H 5.393 2.478 5.242
188 H 5.658 0.996 6.249
189 H 3.997 0.090 3.358
190 H 5.263 -0.055 2.154
191 H 4.579 1.497 2.644
192 H 10.103 0.660 5.993
193 H 9.026 2.155 5.807
194 H 8.982 1.187 7.272
195 H 6.793 -1.115 6.233
196 H 8.436 -1.672 5.802
197 H 8.074 -0.798 7.312
198 H 6.029 -1.966 3.331
199 H 7.116 -2.664 2.314
200 H 7.505 -2.768 4.086
201 H 10.021 -0.371 2.871
202 H 9.590 -1.741 1.974
203 H 9.797 -1.747 3.761
204 C 1.962 -1.307 4.894
205 N 3.205 -2.187 4.808
206 O 3.970 -2.181 5.784
207 O 3.510 -2.699 3.719
208 H 2.310 -0.302 5.136
209 H 1.316 -1.711 5.673
210 H 1.409 -1.298 3.955
211 C 3.157 -8.061 -2.763
212 N 3.709 -6.754 -2.267
213 O 4.447 -6.782 -1.309
214 O 3.549 -5.722 -2.924
215 H 2.158 -8.290 -2.393
216 H 3.901 -8.780 -2.419
217 H 3.147 -8.054 -3.852
218 C -2.757 -0.099 4.948
219 N -2.684 -0.597 6.383
220 O -3.015 0.205 7.234
221 O -2.244 -1.712 6.617
222 H -3.333 0.812 4.783
223 H -3.368 -0.867 4.473
224 H -1.777 -0.150 4.474
225 C -6.099 4.897 2.215
226 N -5.363 3.798 2.813
227 O -5.702 2.604 2.703
228 O -4.391 4.171 3.488
229 H -6.999 4.439 1.805
230 H -5.492 5.228 1.373
231 H -6.250 5.714 2.921
232 C 2.108 5.412 0.629
233 N 2.772 6.107 1.783
234 O 3.836 5.623 2.168
235 O 2.354 7.107 2.328
236 H 1.275 6.030 0.293
237 H 1.980 4.338 0.770
238 H 2.926 5.488 -0.086
239 C 0.142 3.661 -8.487
240 N 0.075 4.563 -7.341
241 O -0.166 4.156 -6.243
242 O 0.085 5.729 -7.574
243 H -0.056 2.634 -8.179
244 H 1.187 3.715 -8.795
245 H -0.473 4.050 -9.298
246 C -9.315 0.935 0.131
247 C -8.164 1.887 0.437
248 O -6.945 1.362 0.105
249 P -6.726 0.777 -1.424
250 O -7.396 1.580 -2.493
251 O -5.127 0.853 -1.532
252 C -4.480 2.110 -1.794
253 C -4.285 2.902 -0.576
254 O -7.052 -0.842 -1.364
255 C -6.701 -1.705 -2.436
256 C -5.384 -2.410 -2.064
257 H -9.303 -0.041 0.616
258 H -10.224 1.465 0.415
259 H -9.431 0.671 -0.920
260 H -8.291 2.770 -0.189
261 H -8.179 2.156 1.493
262 H -3.503 1.954 -2.250
263 H -4.974 2.758 -2.517
264 H -5.227 3.170 -0.098
265 H -3.820 2.396 0.271
266 H -3.737 3.831 -0.735
267 H -7.535 -2.404 -2.383
268 H -6.760 -1.351 -3.465
269 H -5.546 -3.147 -1.277
270 H -5.016 -2.975 -2.920
271 H -4.536 -1.808 -1.738
272 C -11.387 -2.188 4.287
273 C -10.538 -1.449 3.140
274 O -9.938 -2.296 2.174
275 P -8.595 -3.210 2.364
276 O -8.350 -4.084 1.192
277 O -8.899 -4.001 3.768
278 C -9.139 -5.403 3.824
279 C -9.841 -5.774 5.141
280 O -7.402 -2.194 2.829
281 C -6.632 -1.484 1.806
282 C -5.559 -0.667 2.520
283 H -10.950 -2.962 4.919
284 H -11.668 -1.415 5.002
285 H -12.297 -2.626 3.877
286 H -11.288 -0.891 2.580
287 H -9.819 -0.735 3.542
288 H -9.756 -5.629 2.954
289 H -8.123 -5.779 3.702
290 H -9.095 -5.589 5.914
291 H -10.778 -5.283 5.400
292 H -9.967 -6.856 5.083
293 H -6.199 -2.165 1.073
294 H -7.216 -0.817 1.172
295 H -5.807 -0.227 3.486
296 H -4.704 -1.334 2.638
297 H -5.263 0.140 1.849
298 C -1.247 -6.113 6.268
299 C -2.609 -5.408 6.261
300 O -2.357 -4.349 5.488
301 P -2.628 -4.220 3.902
302 O -2.471 -2.807 3.409
303 O -4.148 -4.870 3.691
304 C -4.740 -5.006 2.462
305 C -4.794 -6.477 2.026
306 O -1.571 -5.388 3.357
307 C -0.709 -5.011 2.302
308 C 0.576 -5.834 2.463
309 H -1.195 -6.944 6.972
310 H -1.016 -6.563 5.302
311 H -0.414 -5.512 6.632
312 H -3.455 -5.993 5.902
313 H -2.847 -4.997 7.243
314 H -5.778 -4.677 2.500
315 H -4.260 -4.413 1.682
316 H -5.433 -6.972 2.756
317 H -5.398 -6.556 1.122
318 H -3.856 -7.026 1.941
319 H -1.215 -5.115 1.342
320 H -0.531 -3.936 2.349
321 H 1.242 -5.731 1.606
322 H 1.170 -5.695 3.366
323 H 0.297 -6.884 2.369
324 C -4.458 0.223 -5.781
325 C -3.558 -1.041 -5.582
326 O -2.979 -1.233 -6.843
327 P -1.713 -0.334 -7.382
328 O -1.191 0.661 -6.399
329 O -0.735 -1.495 -7.889
330 C 0.567 -1.261 -8.465
331 C 0.698 -2.000 -9.747
332 O -2.179 0.245 -8.886
333 C -2.984 -0.655 -9.605
334 C -2.840 -0.227 -11.108
335 H -5.040 0.573 -4.928
336 H -3.875 1.118 -5.999
337 H -5.125 0.190 -6.642
338 H -2.766 -0.856 -4.856
339 H -4.004 -1.948 -5.174
340 H 0.897 -0.230 -8.589
341 H 1.288 -1.697 -7.773
342 H 0.753 -3.069 -9.541
343 H -0.179 -1.909 -10.387
344 H 1.553 -1.742 -10.372
345 H -2.559 -1.655 -9.519
346 H -3.991 -0.778 -9.207
347 H -3.189 0.757 -11.424
348 H -1.779 -0.339 -11.331
349 H -3.252 -1.032 -11.716

These are the Löwdin partial charges, in e, on atoms 1 to 4: -0.31 0.58 -0.31 -0.07